(1)
A structure of composition C21H22CoN6O7Si. Source: the OMol25 dataset; level of theory: ωB97M-V with the def2-TZVPD basis set.

Its total energy is -90906.436 eV. The value obtained for the HOMO energy (alpha / beta) is -2.45 / -3.83 eV. The HOMO-LUMO gap (alpha / beta) is 4.559 / 4.308 eV. The multiplicity is 5. Its charge is -1. The LUMO energy (alpha / beta) comes out at 0.0776 / 0.0175 Ha.

```
58
C21H22CoN6O7Si (ωB97M-V with the def2-TZVPD basis set)
Co -1.0603 -0.1724 -0.5032
O 1.2590 -3.3459 0.1241
C 0.2486 -2.5962 -0.0072
O -0.0622 -1.8629 -1.0167
C -0.6724 -2.6150 1.1896
C -2.1472 -2.2209 1.0277
C -3.1108 -2.8573 2.0764
C -3.3310 -1.8152 3.1904
C -2.2910 -0.7361 2.8163
O -2.2756 -0.7130 1.4256
C -0.0138 -1.7420 2.2496
C 0.9339 -0.5146 1.6513
O 2.0889 -0.3193 2.0200
O 0.3328 0.2526 0.8457
H -0.7216 -3.6907 1.5478
H -2.5643 -2.0859 0.0502
H -2.7038 -3.8202 2.3172
H -4.0187 -3.0300 1.5412
H -3.2465 -2.2145 4.2014
H -4.2829 -1.3232 3.0684
H -2.4542 0.3153 3.1782
H 1.5429 -3.1016 2.4386
N 2.4344 -2.9159 4.6001
N 1.2008 -2.3419 4.2398
N 0.3141 -1.9392 5.1210
C -0.7627 -1.3694 4.5826
N -0.9275 -1.1725 3.2538
N 0.8554 -2.5979 3.0216
H 3.1213 -2.4945 3.9856
H 2.6323 -2.5264 5.5499
H -1.4955 -1.0388 5.2926
C -0.9860 4.5384 -5.1114
C -0.0760 3.4600 -5.2698
C 0.1574 2.5875 -4.2353
C -0.4243 2.7458 -2.9767
C -1.2792 3.7711 -2.7925
C -1.6179 4.6319 -3.8519
Si 0.1173 1.6723 -1.3732
C 1.8710 1.1534 -1.7466
C 2.7757 1.4746 -0.7653
C 4.1554 1.3863 -1.0546
C 4.5651 1.1092 -2.3921
C 3.6279 0.6002 -3.2697
C 2.2929 0.5584 -2.9115
H -1.1399 5.3995 -5.7839
H 0.3772 3.2592 -6.2552
H 0.7708 1.7453 -4.4409
H -1.8023 3.8733 -1.8656
H -2.3834 5.3545 -3.5831
H 0.2450 2.8378 -0.4427
H 2.4854 1.8474 0.2155
H 4.8185 1.5455 -0.2235
H 5.6350 1.0900 -2.6862
H 3.9056 0.2498 -4.2751
H 1.5574 0.2435 -3.6725
O -2.8203 1.3242 -0.7528
N -3.2008 0.6014 -1.7034
O -2.4497 -0.4548 -1.8595
```

---

(2)
The molecule C20H21N3O3. Source: the OMol25 dataset; level of theory: ωB97M-V with the def2-TZVPD basis set.

Its total energy is -31694.686 eV. The value obtained for the HOMO energy is -8.74 eV. The HOMO-LUMO gap is 9.345 eV. The SMILES is CCN(Cc1ccccc1)C(=O)COC(=O)Cn1cnc2ccccc21. The LUMO energy comes out at 0.0222 Ha.

```
47
C20H21N3O3 (ωB97M-V with the def2-TZVPD basis set)
C 0.3336 2.6557 0.7960
C -0.3827 3.0164 -0.5058
N -0.0499 2.1443 -1.6112
C 1.2750 2.3125 -2.1891
C 2.3492 1.6670 -1.3491
C 2.1565 0.3973 -0.8177
C 3.1242 -0.1861 -0.0203
C 4.3063 0.4886 0.2375
C 4.5164 1.7441 -0.3065
C 3.5392 2.3337 -1.0900
C -0.8440 1.1919 -2.1401
O -0.5624 0.5814 -3.1522
C -2.1539 0.8666 -1.4078
O -1.8620 0.3257 -0.1224
C -2.4773 0.8158 0.9431
O -3.2534 1.7336 0.9418
C -2.0722 0.0538 2.2097
N -1.0824 -0.9488 1.9686
C 0.2541 -0.8849 2.2443
N 0.9313 -1.9023 1.8202
C 0.0162 -2.7169 1.1981
C 0.1830 -3.9394 0.5573
C -0.9368 -4.5351 0.0171
C -2.1987 -3.9431 0.1044
C -2.3872 -2.7302 0.7353
C -1.2655 -2.1261 1.2791
H 1.3925 2.8914 0.7389
H 0.2384 1.5923 0.9976
H -0.1061 3.2173 1.6170
H -0.1064 4.0371 -0.7949
H -1.4599 3.0077 -0.3409
H 1.2498 1.8399 -3.1764
H 1.4764 3.3805 -2.3125
H 1.2410 -0.1374 -1.0252
H 2.9436 -1.1591 0.4107
H 5.0629 0.0357 0.8605
H 5.4390 2.2722 -0.1135
H 3.7019 3.3199 -1.5029
H -2.8174 1.7323 -1.3132
H -2.6539 0.0851 -1.9879
H -2.9831 -0.3986 2.6203
H -1.6992 0.7791 2.9387
H 0.6834 -0.0627 2.7859
H 1.1579 -4.3945 0.4909
H -0.8423 -5.4841 -0.4894
H -3.0464 -4.4474 -0.3351
H -3.3648 -2.2747 0.7964
```

---

(3)
A structure of composition C30H23IN4O4PdS. Source: the OMol25 dataset; level of theory: ωB97M-V with the def2-TZVPD basis set.

Its total energy is -68049.294 eV. The value obtained for the HOMO energy is 0.12 eV. The HOMO-LUMO gap is 4.014 eV. Its charge is -2. The LUMO energy comes out at 0.1518 Ha.

```
64
C30H23IN4O4PdS (ωB97M-V with the def2-TZVPD basis set)
Pd 0.2401 -0.4733 2.1481
I -1.6065 -0.1628 4.1180
C -1.3045 -2.2353 4.5457
C -2.1694 -2.7756 5.4523
C -2.0993 -4.1579 5.7503
C -1.1882 -4.9412 5.1081
C -0.2911 -4.3918 4.1486
C 0.6054 -5.2395 3.4483
C 1.4566 -4.6927 2.5292
C 1.4752 -3.2962 2.2928
C 0.6268 -2.3875 2.9206
C -0.3046 -2.9891 3.8525
H -2.9050 -2.1457 5.9365
H -2.7799 -4.5871 6.4782
H -1.1382 -6.0073 5.3132
H 0.5913 -6.3079 3.6469
H 2.1322 -5.3427 1.9763
H 2.2026 -2.9128 1.5845
C 2.4239 1.6862 -3.9427
C 0.9176 1.7035 -3.9188
C 0.2218 2.1067 -2.7870
C -1.1693 2.1040 -2.7389
C -1.9048 1.6579 -3.8289
N -3.3336 1.5604 -3.8599
C -4.2703 1.6422 -2.8424
O -5.3798 2.1093 -3.0472
N -3.8986 1.1572 -1.6172
C -2.9815 0.1093 -1.3047
C -2.5931 -0.8689 -2.1977
C -1.6138 -1.7664 -1.8079
C -1.0460 -1.6445 -0.5486
N -1.4436 -0.7161 0.3131
C -2.4044 0.1180 -0.0428
C -1.2252 1.2760 -4.9767
C 0.1638 1.3061 -5.0186
H 2.8494 2.2385 -3.1069
H 2.8052 2.1147 -4.8729
H 2.8025 0.6658 -3.8633
H 0.7742 2.4144 -1.9055
H -1.6627 2.4359 -1.8390
H -3.7614 1.7252 -4.7548
H -4.5095 1.4548 -0.8748
H -3.0302 -0.9228 -3.1859
H -1.2654 -2.5309 -2.4906
H -0.2355 -2.2782 -0.2114
H -2.6722 0.8808 0.6870
H -1.7888 0.9262 -5.8375
H 0.6703 0.9874 -5.9241
O 5.4178 1.9947 -1.0330
S 4.0132 2.2688 -1.2469
O 3.7261 3.2462 -2.2816
N 3.1395 0.9541 -1.4149
C 2.2769 0.7674 -0.3707
O 1.4907 -0.1595 -0.2312
C 2.3517 1.8911 0.6455
C 1.6109 2.0532 1.8008
C 1.8612 3.1797 2.5756
C 2.8348 4.1090 2.2048
C 3.5727 3.9443 1.0376
C 3.2978 2.8216 0.2747
H 0.7957 1.3530 2.0836
H 1.2882 3.3334 3.4832
H 3.0141 4.9751 2.8325
H 4.3260 4.6618 0.7366
```

---

(4)
A structure of composition C40H39N2OOsPSi. Source: the OMol25 dataset; level of theory: ωB97M-V with the def2-TZVPD basis set.

Its total energy is -66755.887 eV. The value obtained for the HOMO energy is -12.71 eV. The HOMO-LUMO gap is 5.104 eV. Its charge is +2. The LUMO energy comes out at -0.2793 Ha.

```
85
C40H39N2OOsPSi (ωB97M-V with the def2-TZVPD basis set)
Os 0.4156 0.2661 -0.7826
C -1.1117 4.5070 3.2222
C -2.1695 3.6165 3.3656
C -2.1960 2.4454 2.6274
C -1.1611 2.1522 1.7358
C -0.1163 3.0614 1.5840
C -0.0871 4.2329 2.3278
P -1.1084 0.6173 0.7790
C -2.8242 0.3877 0.2094
C -3.2905 -0.8682 -0.1833
C -4.5429 -1.0123 -0.7560
C -5.3441 0.1022 -0.9677
C -4.8823 1.3584 -0.6082
C -3.6305 1.5020 -0.0242
C -0.6612 -0.7569 1.9638
C 1.0244 -1.7793 4.2307
C 0.6723 -3.0787 4.0759
C 0.0942 -3.6811 2.9289
C -0.0610 -3.2500 1.6004
C 0.0560 -4.3089 0.7297
C 0.6559 -4.1306 -0.5821
C 0.4583 -2.7262 -1.2276
C -0.1172 -1.6131 -0.3841
C -0.0278 -1.8456 1.0682
H -1.0937 5.4209 3.8009
H -2.9744 3.8380 4.0536
H -3.0346 1.7685 2.7361
H 0.6772 2.8521 0.8749
H 0.7285 4.9328 2.2039
H -2.6743 -1.7491 -0.0508
H -4.8954 -1.9948 -1.0406
H -6.3238 -0.0107 -1.4122
H -5.5002 2.2316 -0.7723
H -3.2882 2.4907 0.2519
H 1.5441 -1.5792 5.1685
H 0.8812 -3.7781 4.8783
H -0.1282 -4.7362 3.0624
H -0.0832 -5.3188 1.1019
H 0.5508 -4.9826 -1.2463
H 0.2249 -2.7187 -2.2859
C -0.1148 0.8670 4.6150
Si 0.6244 -0.1938 3.2718
C 2.2454 0.5013 2.6809
C -1.9046 -1.2768 2.7281
N 1.2691 -1.3440 0.3931
C 1.8266 -2.2942 -0.6980
C 2.1946 -3.7151 -0.2734
C 3.2478 -4.3500 -1.1220
C 3.9606 -3.6375 -1.9920
C 3.7023 -2.2193 -2.2793
C 2.7163 -1.5897 -1.6539
O 2.2321 -0.3259 -1.9625
C 2.7388 0.3317 -3.1104
C 3.8114 1.1846 -2.9575
C 4.2755 1.8587 -4.0803
C 3.6642 1.6670 -5.3114
C 2.5851 0.7998 -5.4329
C 2.1102 0.1192 -4.3209
H -1.1358 0.5873 4.8751
H -0.1112 1.9167 4.3194
H 0.4972 0.7815 5.5160
H 2.7944 0.8896 3.5420
H 2.0817 1.3285 1.9902
H 2.8585 -0.2430 2.1763
H -1.6681 -1.6946 3.7068
H -2.4454 -2.0359 2.1632
H -2.6059 -0.4611 2.8991
H 2.4589 -3.8146 0.7817
H 3.4776 -5.3919 -0.9390
H 4.7646 -4.1118 -2.5385
H 4.2674 -1.7305 -3.0609
H 4.2728 1.3123 -1.9867
H 5.1171 2.5318 -3.9904
H 4.0329 2.1920 -6.1819
H 2.1152 0.6490 -6.3953
H 1.2713 -0.5625 -4.3866
C -2.8822 3.7796 -3.1452
C -1.5383 3.2870 -3.6910
C -0.9011 2.3305 -2.7930
N -0.4236 1.5809 -2.0680
H -3.3213 4.4755 -3.8564
H -2.7512 4.2964 -2.1956
H -3.5711 2.9489 -3.0010
H -0.8383 4.1129 -3.8328
H -1.6567 2.7978 -4.6597
```